C6H10O | ωB97M-V with the def2-TZVPD basis set

Results
Total charge   0
Gap between HOMO and LUMO   0.374 Eh
E_HOMO   -9.20 eV
DFT total energy   -309.79251 Eh
2S+1   1
ΔE to the lowest compared entry with this formula, charge and spin   31.29 kcal per mole
LUMO   0.0363 Ha

Element x y z (Å)
C: -1.77 0.84 0.69
C: -0.24 0.78 0.67
C: 0.40 -0.60 1.05
C: 1.06 -0.64 -0.33
O: 2.36 -1.08 -0.54
C: 0.10 -0.49 -1.45
C: 0.51 0.72 -0.67
H: -2.11 0.73 1.72
H: -2.23 0.03 0.12
H: -2.17 1.79 0.31
H: 0.15 1.59 1.29
H: -0.28 -1.41 1.34
H: 1.16 -0.47 1.82
H: 2.32 -1.87 -1.10
H: 0.53 -0.57 -2.45
H: -0.92 -0.87 -1.39
H: 1.14 1.51 -1.09

---

HO | ωB97M-V with the def2-TZVPD basis set

Results
Total charge   -1
Gap between HOMO and LUMO   0.307 Eh
E_HOMO   -1.74 eV
DFT total energy   -75.80596 Eh
2S+1   1
ΔE to the lowest compared entry with this formula, charge and spin   0.26 kcal per mole
LUMO   0.2436 Ha

Element x y z (Å)
O: -0.46 -0.01 -0.19
H: 0.46 0.01 0.19

---

C10H16BrClN3O2 | ωB97M-V with the def2-TZVPD basis set

Results
Total charge   +1
Gap between HOMO and LUMO   0.308 Eh
E_HOMO   -12.73 eV
DFT total energy   -3738.98666 Eh
2S+1   1
LUMO   -0.1598 Ha

Element x y z (Å)
C: -1.37 0.40 2.24
C: -2.34 1.05 1.09
C: -2.94 -0.02 0.00
N: -1.91 -0.94 -0.62
N: -0.73 -0.29 -0.97
C: 0.53 -1.01 -0.55
C: 0.74 -2.45 0.26
O: 1.70 -2.37 1.37
C: 1.03 -2.32 2.68
C: 1.81 -0.12 -1.05
N: 1.08 1.03 -1.71
C: 1.73 2.23 -2.41
C: 3.37 2.20 -2.37
O: 4.12 1.20 -2.87
Cl: 4.23 3.70 -1.62
C: -0.45 0.99 -1.73
Br: -1.81 2.24 -2.50
H: -1.92 0.57 3.28
H: -1.21 -0.74 2.02
H: -0.34 1.01 2.27
H: -1.71 1.93 0.59
H: -3.28 1.58 1.61
H: -3.69 -0.72 0.59
H: -3.58 0.47 -0.87
H: -2.31 -1.49 -1.42
H: -0.30 -2.93 0.53
H: 1.23 -3.18 -0.55
H: -0.10 -2.61 2.67
H: 1.26 -1.27 3.14
H: 1.57 -3.13 3.38
H: 2.96 -0.34 -0.92
H: 1.25 3.23 -1.99
H: 1.40 2.12 -3.56

---

FH2PS3 | ωB97M-V with the def2-TZVPD basis set

Results
Total charge   0
Gap between HOMO and LUMO (alpha / beta)   0.293 / 0.202 Eh
E_HOMO (alpha / beta)   -7.59 / -9.27 eV
DFT total energy   -1636.89745 Eh
2S+1   3
ΔE to the lowest compared entry with this formula, charge and spin   5.58 kcal per mole
LUMO (alpha / beta)   0.0140 / -0.1388 Ha

Element x y z (Å)
F: -1.34 0.98 -3.86
P: -2.14 0.55 -2.46
S: -0.08 -0.13 0.27
S: -2.73 -1.27 -2.51
S: -0.19 -1.68 1.56
H: 1.03 -0.55 -0.60
H: -0.77 -2.66 0.63

---

C19H25BrCl2NO7 | ωB97M-V with the def2-TZVPD basis set

Results
Total charge   -1
Gap between HOMO and LUMO   0.047 Eh
E_HOMO   -1.99 eV
DFT total energy   -4813.91253 Eh
2S+1   1
LUMO   -0.0259 Ha

Element x y z (Å)
C: -1.32 6.19 3.80
O: -0.52 5.52 2.77
C: -1.27 4.41 2.13
C: -0.59 2.91 2.43
Cl: -0.89 2.80 4.30
C: -1.17 1.65 1.50
C: 0.06 0.51 1.39
C: 0.17 -0.18 2.91
C: -1.30 -0.65 3.50
O: -1.02 -1.56 4.63
C: -0.88 -0.76 5.87
C: 0.54 -0.29 6.55
O: -2.01 -0.38 6.51
O: -0.31 -0.43 0.32
C: 0.83 -1.24 -0.13
O: 1.97 -1.46 0.56
C: 0.79 -1.95 -1.65
C: 1.16 -1.02 -2.98
C: 1.19 -1.71 -4.48
C: 0.85 -3.31 -4.58
C: 0.45 -4.27 -3.30
C: 0.43 -3.57 -1.78
N: 1.24 1.47 1.14
Br: 1.42 2.23 -0.58
C: 1.02 2.74 1.98
Cl: 1.65 4.07 0.79
H: -0.61 7.02 4.28
H: -2.25 6.78 3.38
H: -1.66 5.51 4.69
H: -1.51 4.58 1.00
H: -2.32 4.37 2.69
H: -1.33 2.23 0.47
H: -2.25 1.27 1.72
H: 0.84 -1.16 2.89
H: 0.72 0.55 3.68
H: -2.00 0.24 3.81
H: -1.87 -1.27 2.65
H: 0.54 -0.42 7.74
H: 1.42 -0.97 6.15
H: 0.73 0.87 6.38
H: 1.41 0.13 -2.79
H: 1.48 -1.06 -5.44
H: 0.90 -3.81 -5.66
H: 0.20 -5.43 -3.40
H: 0.18 -4.18 -0.80
H: 2.15 1.05 1.52
H: 1.81 2.84 2.84
O: 0.74 -4.88 -7.61
C: -0.22 -4.30 -8.35
C: 0.45 -3.41 -9.50
O: -0.51 -2.83 -10.23
H: -0.92 -3.63 -7.82
H: -0.92 -4.98 -8.87
H: 1.15 -4.08 -10.03
H: 1.16 -2.74 -8.98

---

C3H7N3 | ωB97M-V with the def2-TZVPD basis set

Results
Total charge   0
Gap between HOMO and LUMO   0.365 Eh
E_HOMO   -8.93 eV
DFT total energy   -282.64958 Eh
2S+1   1
ΔE to the lowest compared entry with this formula, charge and spin   78.23 kcal per mole
LUMO   0.0367 Ha

Element x y z (Å)
C: -0.82 -0.65 -1.26
C: -0.91 -0.87 0.23
N: -0.03 -1.76 0.87
N: 0.91 -0.92 1.13
N: 0.31 0.24 0.94
C: 1.08 1.43 0.65
H: -1.30 0.29 -1.53
H: -1.36 -1.46 -1.76
H: 0.21 -0.64 -1.60
H: -1.93 -0.86 0.61
H: 1.13 1.61 -0.43
H: 0.62 2.29 1.13
H: 2.10 1.29 1.02

---

C38H31IN2O4PZr | ωB97M-V with the def2-TZVPD basis set

Results
Total charge   +3
Gap between HOMO and LUMO   0.226 Eh
E_HOMO   -16.26 eV
DFT total energy   -2562.31765 Eh
2S+1   1
ΔE to the lowest compared entry with this formula, charge and spin   21.34 kcal per mole
LUMO   -0.3716 Ha

Element x y z (Å)
Zr: 1.58 0.07 -0.57
O: 2.97 1.48 -2.19
N: 2.08 2.09 -1.26
C: 1.95 3.37 -1.30
C: 0.96 4.09 -0.54
C: 1.11 5.48 -0.53
C: 0.19 6.28 0.14
C: -0.89 5.67 0.76
C: -1.06 4.28 0.74
C: -0.14 3.47 0.10
P: -0.45 1.67 -0.03
C: -1.63 1.26 1.25
C: -2.75 0.47 1.01
C: -3.58 0.11 2.07
C: -3.28 0.54 3.36
C: -2.16 1.32 3.60
C: -1.33 1.67 2.55
C: -1.16 1.46 -1.70
C: -2.48 1.85 -1.96
C: -3.02 1.66 -3.22
C: -2.28 1.07 -4.23
C: -0.96 0.68 -4.00
C: -0.42 0.88 -2.74
H: 2.67 1.72 -3.09
H: 2.61 3.91 -1.97
H: 1.94 5.94 -1.04
H: 0.30 7.35 0.16
H: -1.63 6.28 1.27
H: -1.93 3.85 1.22
H: -2.99 0.12 0.02
H: -4.45 -0.49 1.89
H: -3.94 0.26 4.18
H: -1.94 1.65 4.61
H: -0.46 2.29 2.76
H: -3.08 2.31 -1.18
H: -4.04 1.97 -3.42
H: -2.71 0.92 -5.21
H: -0.37 0.24 -4.79
H: 0.66 0.69 -2.65
O: -0.53 -1.13 -0.44
C: -0.13 -2.56 -0.09
C: 1.33 -2.24 -0.45
O: 2.09 -1.84 0.46
O: 1.56 -1.73 -1.64
C: -0.38 -2.71 1.38
C: -0.09 -1.65 2.25
C: -0.32 -1.75 3.61
C: -0.85 -2.94 4.11
C: -1.14 -3.99 3.27
C: -0.91 -3.88 1.90
C: -0.81 -3.52 -1.01
C: -0.08 -4.46 -1.72
C: -0.74 -5.38 -2.53
C: -2.12 -5.33 -2.64
C: -2.85 -4.39 -1.94
C: -2.20 -3.49 -1.11
H: -0.74 -1.17 -1.39
H: 0.35 -0.73 1.85
H: -0.09 -0.93 4.27
H: -1.03 -3.04 5.17
H: -1.55 -4.91 3.67
H: -1.14 -4.71 1.24
H: 1.00 -4.51 -1.65
H: -0.17 -6.12 -3.08
H: -2.63 -6.05 -3.28
H: -3.93 -4.37 -2.01
H: -2.77 -2.78 -0.52
I: 5.61 1.46 3.74
C: 5.25 0.70 1.86
C: 6.26 0.13 1.08
C: 5.96 -0.37 -0.18
C: 4.67 -0.29 -0.64
N: 3.69 0.26 0.10
C: 3.97 0.74 1.33
H: 7.28 0.07 1.46
H: 6.73 -0.82 -0.80
H: 4.39 -0.68 -1.61
H: 3.15 1.16 1.90

---

C18H19Br4N3O3ReS | ωB97M-V with the def2-TZVPD basis set

Results
Total charge   +2
Gap between HOMO and LUMO (alpha / beta)   0.226 / 0.200 Eh
E_HOMO (alpha / beta)   -13.93 / -14.25 eV
DFT total energy   -11859.16111 Eh
2S+1   4
ΔE to the lowest compared entry with this formula, charge and spin   45.41 kcal per mole
LUMO (alpha / beta)   -0.2863 / -0.3235 Ha

Element x y z (Å)
Re: -0.28 0.09 -0.10
Br: 5.14 -4.11 -0.61
C: 4.09 -2.57 -0.87
C: 4.65 -1.31 -1.19
Br: 6.48 -1.13 -1.42
C: 3.82 -0.19 -1.26
Br: 4.37 1.57 -1.68
C: 2.44 -0.35 -0.93
O: 1.65 0.72 -0.75
C: 1.89 -1.66 -0.67
O: 0.63 -1.68 -0.27
C: 2.73 -2.75 -0.78
Br: 1.83 -4.42 -0.88
O: 2.43 4.39 -0.16
C: 2.35 4.61 1.30
C: 1.66 3.47 2.04
C: 0.16 3.36 1.79
C: -0.44 3.18 0.47
C: -0.62 4.14 -0.55
C: -1.02 3.82 -1.83
C: -1.34 2.55 -2.17
C: -1.24 1.56 -1.16
N: -0.88 1.93 0.15
H: 2.81 3.52 -0.32
H: 1.73 5.50 1.44
H: 3.34 4.75 1.68
H: 1.85 3.58 3.11
H: 2.20 2.54 1.85
H: -0.16 4.31 2.18
H: -0.38 2.61 2.48
H: -0.29 5.11 -0.21
H: -1.03 4.63 -2.60
H: -1.76 2.24 -3.13
H: -1.79 0.62 -1.24
S: -1.77 -0.77 1.24
C: -2.58 -2.24 0.60
N: -1.91 -3.09 -0.16
C: -2.45 -4.39 -0.58
C: -3.41 -4.86 0.45
C: -4.39 -3.85 0.97
N: -3.79 -2.49 1.10
H: -0.99 -2.82 -0.49
H: -1.64 -5.09 -0.66
H: -2.95 -4.29 -1.55
H: -2.85 -5.23 1.28
H: -3.98 -5.74 0.15
H: -4.69 -4.22 2.01
H: -5.33 -3.81 0.31
H: -4.30 -1.78 1.62